Entry 1:
C22H16O12 | wB97M-V/def2-TZVPD

```
50
Properties=species:S:1:pos:R:3:forces:R:3
O 1.4955 0.9662 -1.2476 1.23 -1.36 1.30
O -2.1224 4.9242 2.7489 1.57 0.46 -1.46
O 0.6843 2.0191 -3.0258 1.45 -0.58 1.15
C -2.1146 2.4949 -2.1026 2.21 -1.35 -2.82
C -0.6900 0.3343 -2.4529 1.33 -2.23 1.39
H -2.6076 5.7529 2.8833 -0.13 -0.07 0.11
H -3.9146 -2.9342 -2.6169 0.04 0.49 -0.03
C 0.6232 1.0806 -2.2500 -2.96 2.24 -2.49
C -0.0473 4.3654 1.5768 3.26 -2.93 -0.81
O 1.2362 1.3177 3.1514 0.34 3.02 -3.57
C 1.2362 2.2145 2.2531 2.43 -3.97 1.99
H -4.1538 0.6016 -2.4996 1.15 -0.26 0.17
H 0.3803 -4.3976 3.6572 0.22 -0.15 -0.17
H 0.7042 4.6976 0.6820 -2.07 -0.88 2.47
C 1.7768 -2.4186 1.5138 -1.81 -0.05 -2.99
H -1.7161 3.0730 -2.9904 -0.39 -0.64 0.86
C -0.6059 -1.0680 -2.4440 -2.75 2.64 1.80
H -0.4088 -3.8926 -0.0752 0.44 -0.65 0.04
H -0.5597 3.0253 3.0776 -0.42 -0.47 0.92
C -1.9596 0.9471 -2.4240 -1.24 1.38 0.92
O -0.9586 6.5110 1.5289 -0.92 -3.52 1.05
H 1.2688 -4.6516 0.3251 -0.90 0.39 0.04
C 0.6870 -3.8662 -0.1927 0.46 -0.76 -2.87
C -3.1278 0.1600 -2.4637 -0.02 0.37 -0.49
H 3.1020 -1.8949 3.3659 0.48 0.84 -0.43
C 1.1234 -1.3986 -0.8006 -1.48 -3.61 1.57
O 0.5124 -1.6862 -2.0435 2.18 -0.70 0.26
O -2.4886 -4.0513 -2.5596 -1.00 -1.26 0.64
H 3.9729 1.0652 0.3352 -1.27 2.03 0.65
O 2.2462 2.2729 1.2260 -2.36 1.53 0.60
C 1.6470 -3.3948 2.6405 -1.33 0.47 0.30
H -3.1103 2.8021 -1.9788 -1.34 0.07 0.50
C -1.8171 -1.8018 -2.4461 4.23 -2.65 0.01
C 1.1584 -2.5146 0.1907 1.09 1.44 0.15
H -1.4595 2.7807 -1.2989 0.03 0.02 0.59
C 2.3358 -0.1519 0.8000 0.57 1.87 0.27
H 0.9503 -4.0663 -1.3331 -0.77 0.53 2.27
C -1.5825 -3.2639 -2.5177 0.77 0.96 -2.46
C -3.0330 -1.2474 -2.5262 -2.15 1.81 -0.39
C 0.1705 3.2114 2.3396 -0.34 3.67 -3.23
H 3.6123 1.0737 2.1646 -0.54 -0.10 -2.01
O -4.1501 -1.9751 -2.6745 0.01 -0.25 0.29
C -1.0908 5.3172 1.9012 -0.54 3.94 0.23
O 2.4197 -3.3169 3.5804 -0.57 -0.84 -0.10
H -0.5578 -3.5750 -2.9269 -0.92 0.26 1.13
C 1.6191 -0.1876 -0.4378 0.52 0.53 1.20
O 0.4771 -4.1583 2.7199 1.84 1.18 -0.37
C 2.4337 -1.2153 1.7502 1.10 1.26 -0.62
O 3.2619 -1.0673 2.8101 -0.93 -0.39 -0.16
C 3.1413 1.1872 1.1064 0.20 -3.73 2.62
```
Forces are in eV/Å.

Structure (SMILES)   Cc1cc(O)c(C=O)c2c1C(=O)Oc1c(COC(=O)/C=C/C(=O)O)c(O)c(C(=O)O)c(C)c1O2
Relative energy (zero: lowest compared OMol25 entry of this formula, charge and spin)   442.3 kJ/mol
Orbital gap   7.62 eV
LUMO   -1.27 eV
Total charge   0

Atomic partial charges in e from the natural (NBO) method, atoms 1 to 2: -0.4741, -0.6771

---

Entry 2:
C22H17B3F3IO9 | wB97M-V/def2-TZVPD

```
55
Properties=species:S:1:pos:R:3:forces:R:3
C -7.9410 -0.4068 0.2298 0.24 0.13 0.12
H -3.7293 -1.5302 -3.2483 0.05 0.00 0.03
H 1.2444 -2.1598 -3.0301 0.00 0.03 0.02
O -1.4702 -2.0979 2.8723 0.79 2.75 -1.34
C 2.3267 1.3941 2.0388 0.33 -0.97 -0.27
F 2.6902 0.1274 4.2239 0.77 0.25 -2.41
H -8.3693 -1.9700 -2.8640 -0.03 0.00 0.03
H -6.1376 0.4780 0.9052 0.04 -0.01 -0.02
C -5.8787 -0.3611 -1.0952 0.36 0.12 0.02
H -8.5282 -0.1867 1.1126 -0.03 -0.03 -0.03
C -2.0614 -2.8517 -3.7507 -0.26 -0.21 -0.14
C 5.8587 3.2987 1.4681 -0.26 0.14 0.21
C -2.6542 -1.6239 -3.1794 0.12 0.21 0.10
H 0.5785 2.1340 0.9015 0.45 -1.38 0.25
H 2.1497 2.2177 2.7906 0.30 -1.00 -0.82
C 1.0286 1.1104 1.1517 0.18 0.35 0.16
C -0.4255 -0.8377 -2.5278 0.15 0.25 0.17
B -0.9524 -1.9765 1.5394 -0.82 1.20 0.75
C 3.5667 -0.9372 2.2802 -0.77 1.68 1.70
C 8.0974 2.3120 -0.0291 0.32 -0.15 -0.21
O 0.2690 0.0152 -2.0086 -0.09 -0.16 -0.15
O -0.3927 0.1223 3.2506 -1.91 -1.27 -1.81
F 3.5225 -1.2431 0.9310 0.85 0.38 2.77
H -0.1746 -3.9082 -4.0897 -0.05 0.00 -0.01
O -4.7104 -0.0299 -1.1883 -0.28 -0.09 -0.07
H -0.5241 -2.8845 0.9006 -0.34 -0.07 0.19
C -8.6317 -1.1299 -0.8601 -0.40 -0.11 0.06
C 6.2660 3.9278 0.1934 0.17 0.03 -0.25
C -6.5679 -1.0844 -2.1855 -0.22 -0.11 -0.08
C -6.6615 -0.0510 0.1189 -0.23 0.02 0.21
C 6.6486 2.1413 1.9410 0.20 -0.22 -0.01
H -2.3130 0.2176 -2.1889 -0.01 -0.05 0.04
O -9.7974 -1.4570 -0.7606 0.25 0.07 -0.04
H 7.6200 3.9180 -1.4364 0.03 -0.04 0.01
H -5.9805 -1.3047 -3.0678 -0.03 0.01 0.00
B -1.5559 -0.7365 3.3740 1.22 -0.93 -0.06
H 8.2791 0.8373 1.5777 0.02 0.01 -0.04
O -0.9064 -0.6512 0.9832 1.62 -0.97 2.00
H 5.6764 4.7734 -0.1385 -0.02 -0.01 0.04
C 2.8775 0.1385 2.8256 0.32 -1.02 -0.58
O 9.0449 1.8938 -0.6646 -0.19 0.09 0.13
C -0.5923 -3.0029 -3.6671 0.30 0.08 0.08
C 0.1678 -2.0663 -3.0994 0.01 -0.28 -0.12
I -3.4550 -0.1218 4.2523 0.98 -0.15 -0.30
O -2.7551 -3.7048 -4.2704 0.13 0.14 0.09
B -0.0877 0.1829 1.8511 -0.75 0.12 -0.38
O 4.9101 3.7169 2.1042 0.15 -0.09 -0.14
H 3.1554 1.6955 1.3103 -1.10 -0.19 1.23
C 7.3071 3.4696 -0.5019 -0.24 0.21 0.02
H 6.3354 1.6927 2.8757 -0.03 0.03 0.00
C 7.6897 1.6829 1.2458 -0.19 -0.04 0.25
C -1.8946 -0.6870 -2.6114 -0.24 -0.01 -0.05
F 4.3655 -1.6974 3.1382 -1.71 0.65 -2.55
H 1.3212 0.6435 0.1523 -0.43 0.58 1.37
C -7.8479 -1.4410 -2.0763 0.28 0.00 -0.20
```
Forces are in eV/Å.

Structure (SMILES)   FC(F)=C(F)CCB1OBOB(I)O1.O=C1C=CC(=O)C=C1.O=C1C=CC(=O)C=C1.O=C1C=CC(=O)C=C1
Orbital gap   7.83 eV
LUMO   -1.78 eV
Total charge   0

Atomic partial charges in e from the natural (NBO) method, atoms 1 to 2: -0.2260, 0.2268

---

Entry 3:
C22H17BrCl26IN3OP | wB97M-V/def2-TZVPD

```
72
Properties=species:S:1:pos:R:3:forces:R:3
C -1.1375 6.1568 -0.2266 0.11 0.29 -0.01
Cl -2.4197 -1.9908 9.2965 0.08 0.03 -0.02
N -1.8467 3.2135 -3.3698 0.02 -0.35 0.57
H -2.1179 -2.6343 0.6475 0.14 0.11 -0.32
Br 0.4692 -3.6572 -2.9877 0.46 0.71 0.29
Cl -0.0207 -0.6555 8.3946 -0.29 -0.34 0.54
Cl -2.3121 2.7589 -6.6004 -0.24 0.14 -0.26
I 4.8067 1.0808 -3.5529 -0.25 -0.56 0.12
H -0.6404 -2.8285 -0.2824 -0.25 0.24 -0.16
C -0.7131 -1.7002 9.6523 0.01 -0.09 0.18
Cl -2.0500 -1.9724 -4.2475 0.08 0.49 0.18
H -2.3618 3.4554 -2.5223 -0.13 0.20 -0.13
Cl 1.6597 -7.3325 10.4107 0.03 0.05 -0.07
C -1.7941 -1.2874 -2.6261 0.04 0.03 0.90
N 2.2405 -0.3265 -1.8097 1.25 0.29 -0.28
Cl -1.2419 6.8156 1.4101 0.04 -0.06 -0.07
Cl -2.7175 -6.3453 0.7676 -0.02 -0.05 -0.01
Cl 3.4805 -5.2801 9.5111 -0.05 -0.04 -0.02
H -2.0466 1.0541 -1.5674 0.34 0.24 0.37
C 1.3666 0.6515 -1.6210 -1.25 0.27 -0.43
Cl -2.7894 -3.8251 -1.9242 -0.11 0.39 0.32
H -0.3891 2.3129 -5.2006 -0.06 -0.22 0.60
C 2.6665 4.2977 0.1922 0.72 -0.85 0.46
Cl -0.4673 2.5257 4.3241 0.08 -0.05 -0.06
C 2.2612 3.0454 -1.8710 0.00 0.08 0.30
C -0.2466 1.7024 -4.2998 0.29 -0.01 0.07
C -3.9491 -7.1853 -0.1903 -0.05 -0.05 0.01
Cl 0.8608 0.6887 6.1105 0.22 0.33 -0.70
C 2.5089 -6.6708 9.0095 0.03 -0.05 0.03
Cl 0.7925 0.1407 3.2814 0.01 -0.04 0.04
H 1.3893 1.2587 0.9033 0.12 0.19 -0.23
H -0.7369 2.1912 -1.0014 -0.27 -0.32 -0.09
Cl -1.2639 7.4675 -1.4014 0.01 -0.15 0.05
H -1.2101 -1.1977 0.1955 -0.16 -0.16 -0.28
H 5.4634 -1.4399 -1.9443 -0.15 -0.40 0.03
H -3.3746 -1.7169 -1.1105 0.26 0.07 -0.51
C 1.7589 2.0989 0.3112 -0.09 -0.15 0.21
Cl -0.5642 -0.9060 11.2231 0.00 -0.02 -0.10
C 0.7684 -1.8489 -2.4604 -1.39 -0.64 -0.38
C -2.4096 -2.1343 -1.4245 0.24 -0.45 0.02
Cl -0.3268 3.3323 -8.6167 -0.04 -0.04 0.03
H 3.0406 5.1839 0.7026 -0.09 -0.09 -0.35
C 1.8129 1.9916 -1.0876 -0.12 -0.83 0.35
C 2.6864 4.1929 -1.2004 0.87 0.34 0.07
Cl 2.4143 2.3192 4.3017 -0.04 -0.19 0.23
C -0.3334 -0.9276 -2.3422 0.78 0.28 -0.05
C 0.8988 1.4205 4.5064 -0.03 0.13 0.22
Cl -3.1065 3.0848 -9.3588 0.08 -0.04 0.06
C -1.0463 1.4517 -1.7538 0.75 0.55 -1.46
Cl -2.4659 5.0120 -0.4662 -0.01 -0.05 0.08
N 2.0087 -1.5557 -2.2143 -0.38 -0.02 -0.16
Cl -5.4206 -6.2069 -0.2461 0.08 -0.02 0.00
O 4.7162 -1.3780 -1.3259 -0.50 0.79 -0.78
C -0.0014 0.3678 -1.9091 -0.32 -0.86 0.53
Cl -1.6154 0.7465 -8.5521 0.01 0.05 0.02
C -1.8425 2.4817 -8.2842 -0.11 0.00 -0.06
C 2.1855 3.2378 0.9729 0.19 -0.27 -0.51
H 2.1527 3.2348 2.0648 0.04 0.36 -0.60
H 3.0822 5.0525 -1.7438 -0.21 -0.35 -0.09
Cl -3.3474 -7.4402 -1.8365 -0.01 0.05 0.08
H -2.3412 -0.3413 -2.6106 0.08 -0.45 -0.32
C -1.5272 -2.1884 -0.1674 -0.11 -0.24 0.46
Cl -4.3058 -8.7462 0.5529 0.03 0.09 -0.04
Cl 0.1558 -3.2375 9.6802 -0.03 0.08 -0.04
H -0.4809 0.6526 -4.5438 0.05 0.33 0.00
P 4.0049 0.0769 -1.4426 1.01 0.64 1.23
Cl 0.4354 5.3253 -0.4209 -1.78 0.82 -0.04
H 2.2806 2.9810 -2.9564 0.05 0.09 0.27
H 0.8325 1.7472 -4.0666 -0.37 -0.13 0.09
C -1.1086 2.2117 -3.1475 0.32 -0.12 -0.49
Cl 3.5628 -7.9092 8.3168 -0.05 0.06 0.03
Cl 1.3277 -6.1542 7.7961 0.03 -0.02 0.02
```
Forces are in eV/Å.

Relative energy (zero: lowest compared OMol25 entry of this formula, charge and spin)   57.4 kJ/mol
Orbital gap   7.60 eV
LUMO   -4.66 eV
Total charge   +1

Atomic partial charges in e from the Löwdin method, atoms 1 to 2: -1.9779, 0.5330

---

Entry 4:
C22H17BrN8OPtS4Sb | wB97M-V/def2-TZVPD

```
55
Properties=species:S:1:pos:R:3:forces:R:3
C -3.6825 5.1629 0.2547 -0.06 -0.06 -0.09
Sb 1.1712 4.0891 -0.3100 0.13 -0.02 0.15
C 0.3879 -6.0967 -1.6631 0.06 -0.01 -0.04
C 0.2792 1.1350 3.1569 0.05 0.00 -0.10
Pt -0.8983 1.2955 -0.2163 -0.14 -0.18 0.00
C 1.9426 -2.0991 -0.4265 -0.01 -0.03 0.05
N 1.9464 2.8124 2.9006 -0.12 0.09 -0.03
H 3.6504 -3.3715 -0.4189 0.00 0.00 0.00
C 3.2770 -2.3785 -0.2059 -0.01 0.01 0.00
N -2.2828 -3.6610 -1.0116 -0.22 -0.10 -0.03
H -0.7522 -2.6793 -3.0512 -0.03 0.02 0.02
C 0.8077 0.7977 4.4265 -0.13 -0.01 0.11
N -2.7347 -2.4197 -1.0224 0.47 0.26 0.12
C -1.1085 -4.2151 -1.5814 0.11 -0.11 0.05
H -2.1325 2.7590 2.0271 0.02 -0.02 0.04
O 0.4347 2.4840 1.2364 0.19 0.21 -0.17
C -2.4874 3.6328 -1.1057 -0.07 -0.04 0.00
C -3.2936 4.7449 -1.0061 -0.12 -0.03 0.06
H 1.9584 1.1613 0.4752 -0.04 0.16 -0.05
C 3.6495 -0.1238 0.5234 0.04 -0.02 -0.01
H 4.3047 0.6644 0.8684 0.01 0.00 0.01
H -3.5893 5.2790 -1.8962 0.01 0.00 0.00
N 0.0633 -0.5247 -0.3716 -0.22 -0.36 -0.16
N 1.2633 0.6002 5.4672 0.07 -0.02 -0.05
S 0.5337 2.4269 -1.8469 0.07 0.07 -0.09
H 0.7028 -7.0545 -1.2706 0.00 0.00 0.00
Br -4.7595 6.6869 0.4482 0.02 0.00 0.00
C -0.7988 0.4151 2.6015 0.08 0.04 0.34
C 0.8876 2.1590 2.4169 -0.01 -0.06 0.08
C 1.0717 -5.5144 -2.7193 -0.01 -0.03 0.05
C -0.4353 -3.6312 -2.6490 -0.03 -0.08 -0.10
C -2.4726 3.3504 1.1908 -0.09 -0.03 -0.05
S 3.3579 4.1613 0.1027 0.03 -0.05 0.02
H -3.0310 -4.3211 -0.8705 -0.03 0.04 -0.09
C 1.4520 -0.8188 -0.1549 0.18 0.00 0.03
S -2.6459 0.1909 -1.1446 0.05 0.27 0.03
C -1.9300 -1.3914 -0.9430 -0.58 -0.30 -0.16
S -0.2725 5.7123 0.1252 0.27 0.19 0.01
C -3.2704 4.4588 1.3727 0.00 -0.05 0.02
C 2.3123 0.1646 0.3095 -0.07 -0.03 -0.10
H 2.4731 3.4431 2.3079 -0.01 0.01 -0.05
H -1.2283 -5.9010 -0.2630 0.00 0.02 0.00
H 1.1661 -3.8260 -4.0416 0.01 0.00 0.00
H 5.1811 -1.6210 0.4377 0.00 0.00 0.00
H 2.2941 2.5859 3.8177 0.01 -0.04 -0.01
N -2.0893 2.9467 -0.0265 -0.07 -0.08 -0.08
C -0.6998 -5.4520 -1.0954 0.00 0.08 0.05
C 0.6487 -4.2855 -3.2096 -0.02 0.07 -0.01
H -2.1204 3.2827 -2.0597 -0.02 -0.01 0.02
H 1.9240 -6.0130 -3.1601 0.00 0.00 0.00
H 1.2830 -2.8628 -0.8076 0.02 -0.01 0.01
N -0.6084 -1.5466 -0.6858 0.33 0.34 0.12
C 4.1357 -1.3960 0.2734 0.02 0.03 0.01
N -1.6818 -0.1592 2.1252 -0.12 -0.07 0.05
H -3.5538 4.7610 2.3694 0.00 0.00 0.00
```
Forces are in eV/Å.

Relative energy (zero: lowest compared OMol25 entry of this formula, charge and spin)   88.3 kJ/mol
Orbital gap (alpha / beta)   6.19 / 5.91 eV
<S²>   0.8402
LUMO (alpha / beta)   -1.94 / -2.19 eV
Multiplicity   2
Total charge   0

Atomic partial charges in e from the natural (NBO) method, atoms 1 to 2: -0.0161, 1.5067